--- w ---
{
  "formula": "C4H13N2O2",
  "method": "ωB97M-V/def2-TZVPD",
  "species": ["N", "C", "C", "N", "C", "C", "O", "H", "H", "H", "H", "H", "H", "H", "H", "H", "H", "H", "H", "H", "O"],
  "xyz": [[-0.92784, -1.44969, 2.47199], [-1.35639, -0.89195, 1.14250], [-0.27170, -1.29454, 0.12724], [-0.28599, -0.71817, -1.18678], [-1.14544, 0.35276, -1.55508], [0.42155, -1.43266, -2.19480], [0.54926, -2.11513, 0.42351], [-0.42564, -2.32280, 2.36614], [-1.74342, -1.68464, 3.05157], [-0.41930, -0.73042, 2.99023], [-1.39696, 0.17948, 1.22076], [-2.35416, -1.26436, 0.90875], [-0.62659, 1.32037, -1.63509], [-1.67941, 0.11384, -2.48111], [-1.97924, 0.62971, -0.90069], [1.42192, -1.70166, -1.88428], [-0.06206, -2.41846, -2.33388], [0.43500, -0.88607, -3.12914], [2.76892, 6.73713, -0.09593], [3.37079, 6.04310, 1.04751], [2.64689, 5.92184, 0.41422]],
  "orbital_gap_ev": [7.10, 2.75],
  "multiplicity": 2,
  "homo_ev": [-15.20, -15.20],
  "s_squared": 0.76,
  "total_charge": 2
}



--- x ---
{
  "formula": "C4H13N2O2",
  "method": "ωB97M-V/def2-TZVPD",
  "species": ["O", "C", "N", "C", "N", "C", "C", "H", "H", "H", "H", "H", "H", "H", "H", "H", "H", "H", "H", "H", "O"],
  "xyz": [[-0.35662, -0.63540, 2.04268], [0.68378, -0.84288, 1.41915], [1.77496, -1.20439, 2.16696], [0.76507, -0.95928, -0.10755], [-0.39615, -0.32482, -0.80200], [-0.37070, 1.18453, -0.74981], [0.54967, 1.73197, -1.81887], [2.65810, -1.32823, 1.65680], [1.68876, -1.69303, 3.06299], [1.64137, -0.40136, -0.44742], [0.76886, -2.01354, -0.39364], [-1.32363, -0.71865, -0.50637], [-0.33145, -0.53873, -1.80439], [-0.12175, 1.51636, 0.26554], [-1.39348, 1.57013, -0.73651], [1.60560, 1.54312, -1.63193], [0.56833, 2.82686, -1.74897], [0.18743, 1.51425, -2.82372], [-2.50883, -0.38833, 1.68353], [-3.47297, -0.61097, 0.53060], [-2.61636, -0.22761, 0.74295]],
  "orbital_gap_ev": [11.33, 6.45],
  "multiplicity": 2,
  "homo_ev": [-20.31, -20.12],
  "s_squared": 0.76,
  "total_charge": 2
}



Stability check: which of them is most stable? w.



--- w ---
{
  "formula": "C3H9N2S",
  "method": "ωB97M-V/def2-TZVPD",
  "species": ["C", "C", "C", "N", "N", "S", "H", "H", "H", "H", "H", "H", "H", "H", "H"],
  "xyz": [[-2.71581, -0.59335, -0.29056], [-2.67197, -0.46155, 1.08725], [1.59025, 0.08573, 0.11074], [-3.18304, -0.72665, -1.38083], [2.58416, 0.47594, -1.03564], [0.22250, -0.88215, -0.52829], [-1.72775, -0.70449, 1.38234], [-2.84732, 0.60861, 1.40937], [-3.42518, -1.06241, 1.42475], [2.24906, -0.48532, 0.97409], [1.16561, 1.10222, 0.60163], [-3.21063, -0.42903, -2.30030], [2.45816, -0.35519, -1.60090], [2.30857, 1.28061, -1.55882], [3.45480, 0.75316, -0.57713]],
  "orbital_gap_ev": 7.25,
  "homo_ev": -11.13,
  "total_charge": 1
}



--- x ---
{
  "formula": "C3H9N2S",
  "method": "ωB97M-V/def2-TZVPD",
  "species": ["C", "C", "C", "N", "N", "S", "H", "H", "H", "H", "H", "H", "H", "H", "H"],
  "xyz": [[0.14696, -0.67243, -0.85859], [0.64200, -0.59322, 1.54926], [-0.24513, -0.34402, 0.47689], [-0.70141, -1.05292, -1.77871], [-0.19702, 1.85765, 0.01815], [1.84801, -0.75718, -1.18800], [0.47742, -0.19075, 2.54373], [1.69753, -0.60408, 1.32967], [0.58703, -1.61441, 1.90211], [-1.40860, -0.37555, 0.67165], [-1.64946, -1.15931, -1.57965], [-0.45843, -1.29255, -2.77110], [-0.95959, 1.99940, -0.57373], [0.72242, 2.17764, -0.41565], [-0.50171, 2.62174, 0.67398]],
  "orbital_gap_ev": [6.57, 6.57],
  "homo_ev": [-12.89, -12.89],
  "total_charge": 1
}



--- y ---
{
  "formula": "C3H9N2S",
  "method": "ωB97M-V/def2-TZVPD",
  "species": ["C", "C", "C", "N", "N", "S", "H", "H", "H", "H", "H", "H", "H", "H", "H"],
  "xyz": [[1.31252, -1.42291, 0.49210], [-1.09227, -1.32212, 0.76873], [0.10719, 1.89216, -0.94058], [0.20198, -0.87793, 0.40612], [0.97216, 1.41962, -0.17281], [-1.44981, 1.14089, -0.76102], [1.55941, -2.43888, 0.82252], [2.06962, -0.74987, 0.13586], [-0.88724, -2.14256, 1.46632], [-1.69224, -0.47902, 1.06643], [0.30726, 2.66438, -1.69792], [0.44869, 0.08948, 0.11013], [1.91962, 1.73619, -0.11090], [-1.58577, -1.66508, -0.19681], [-2.19112, 2.15564, -1.38818]],
  "orbital_gap_ev": 10.02,
  "homo_ev": -14.01,
  "total_charge": 1
}



--- z ---
{
  "formula": "C3H9N2S",
  "method": "ωB97M-V/def2-TZVPD",
  "species": ["C", "C", "C", "N", "N", "S", "H", "H", "H", "H", "H", "H", "H", "H", "H"],
  "xyz": [[1.72775, -0.02283, -0.20932], [2.63970, 0.94076, 0.44041], [-1.37410, -0.28055, -0.45924], [1.67139, -1.18998, -0.40131], [-2.71364, -0.06200, 0.35489], [-0.30915, 1.12519, -0.62806], [3.63756, 0.31219, 0.44996], [2.63228, 1.92024, -0.18508], [2.08826, 0.94732, 1.44570], [-0.86237, -1.02551, -0.01362], [-1.76222, -0.56759, -1.51279], [1.36069, -2.06301, -0.69964], [-2.42586, -0.11343, 1.30934], [-2.90847, 0.91224, 0.10748], [-3.40184, -0.83303, 0.00129]],
  "orbital_gap_ev": 8.79,
  "homo_ev": -12.41,
  "total_charge": 1
}



Stability check: which of them is most stable? y.



--- w ---
{
  "formula": "C3H12O4",
  "method": "ωB97M-V/def2-TZVPD",
  "species": ["C", "C", "C", "O", "H", "H", "H", "H", "H", "H", "O", "H", "H", "O", "H", "H", "O", "H", "H"],
  "xyz": [[0.43184, -0.34170, -3.24629], [1.16726, -0.33812, -1.95631], [0.91363, 0.52456, -0.97879], [1.52383, 0.42643, 0.24893], [1.03917, 0.04752, -4.07440], [-0.47441, 0.26832, -3.25123], [0.23868, -1.37108, -3.58891], [1.93777, -1.07583, -1.76092], [0.37084, 1.45950, -1.08034], [1.06336, 0.93620, 0.92767], [-1.21323, 2.28404, 0.96763], [-1.26399, 1.31746, 1.09701], [-1.82105, 2.61197, 1.63977], [0.89759, -1.68251, 2.13152], [1.26140, -1.95233, 1.30214], [1.11317, -2.40553, 2.70260], [-2.78459, -0.64226, 1.58141], [-2.18030, -1.30855, 1.88743], [-3.64891, -1.06352, 1.52906]],
  "orbital_gap_ev": 8.85,
  "smiles": "C/C=C/O.O.O.O",
  "homo_ev": -8.32
}



--- x ---
{
  "formula": "C3H12O4",
  "method": "ωB97M-V/def2-TZVPD",
  "species": ["C", "C", "C", "O", "H", "H", "H", "H", "H", "H", "O", "H", "H", "O", "H", "H", "O", "H", "H"],
  "xyz": [[0.34156, -2.82260, -1.45350], [0.88751, -1.72314, -0.52453], [0.89336, -0.44545, -0.91896], [1.54212, 0.46407, -0.07183], [-0.66458, -3.07668, -1.09315], [0.19800, -2.50731, -2.49461], [0.93605, -3.73289, -1.50946], [1.24601, -2.22126, 0.36778], [0.77020, -0.26554, -1.98356], [0.83265, 0.63757, 0.56142], [-3.68403, 1.40970, -3.01336], [-4.01019, 0.57421, -3.37653], [-2.84701, 1.10266, -2.64513], [1.88539, 4.22640, 1.54413], [1.80804, 5.17298, 1.69980], [2.35485, 3.98029, 2.34745], [-0.75819, 0.00376, 3.91752], [-1.05353, 0.17690, 4.80274], [-0.67822, -0.95368, 3.84379]],
  "orbital_gap_ev": 9.82,
  "smiles": "C/C=C/O.O.O.O",
  "homo_ev": -9.18
}



--- y ---
{
  "formula": "C3H12O4",
  "method": "ωB97M-V/def2-TZVPD",
  "species": ["O", "C", "C", "C", "O", "H", "H", "H", "H", "H", "H", "H", "H", "O", "H", "H", "O", "H", "H"],
  "xyz": [[-2.43644, 0.13579, 2.42017], [-1.12731, 0.39100, 1.80085], [-1.17892, 0.58960, 0.32231], [0.19169, 0.42003, -0.36267], [0.22935, 1.06478, -1.66698], [-3.08243, 0.68658, 1.95335], [-0.40629, 1.07838, 2.30863], [-0.60046, -0.51671, 2.15544], [-1.83833, -0.17886, -0.18502], [-1.57883, 1.57072, 0.02466], [1.04368, 0.94166, 0.10955], [0.49089, -0.64594, -0.43366], [-0.62183, 0.60840, -2.17199], [4.21105, -0.62426, 0.88092], [4.79991, -0.17149, 1.48249], [3.38952, -0.29571, 1.23020], [-0.84268, -1.54873, -3.21547], [-0.56619, -2.43899, -3.15723], [-0.07639, -1.06628, -3.49555]],
  "orbital_gap_ev": 10.96,
  "smiles": "OCCCO.O.O",
  "homo_ev": -10.33
}



--- z ---
{
  "formula": "C3H12O4",
  "method": "ωB97M-V/def2-TZVPD",
  "species": ["C", "C", "C", "O", "H", "H", "H", "H", "H", "H", "O", "H", "H", "O", "H", "H", "O", "H", "H"],
  "xyz": [[-4.08795, 0.30004, 0.00300], [-2.73489, -0.24654, 0.34372], [-1.74225, -0.27562, -0.56280], [-0.49026, -0.67982, -0.28548], [-4.45726, 1.11363, 0.64040], [-4.89126, -0.43385, -0.10745], [-3.87206, 0.72290, -0.98234], [-2.47966, -0.83346, 1.23367], [-2.03552, 0.15071, -1.52612], [0.18076, -0.26558, -0.85761], [1.82931, 0.28179, -1.47880], [2.58660, 0.68064, -1.02439], [2.17273, 0.01118, -2.34067], [1.60496, -0.32945, 1.56844], [1.56671, -0.58904, 2.47594], [0.80870, -0.71051, 1.18310], [3.83019, 0.69997, 0.35135], [3.12306, 0.47948, 0.99754], [4.19502, 1.36024, 0.95348]],
  "orbital_gap_ev": 9.14,
  "smiles": "C/C=C/O.O.O.O",
  "homo_ev": -8.45
}



Stability check: which of them is most stable? z.